1.
{"formula": "C5H21O6Ti2", "method": "ωB97M-V with the def2-TZVPD basis set", "s_squared": 12.003, "multiplicity": 7, "charge": 1, "gap_ev": [5.943, 8.686], "e_homo_ev": [-9.6329, -12.7520], "symbols": ["Ti", "Ti", "O", "H", "C", "O", "H", "H", "H", "H", "C", "O", "H", "H", "H", "H", "C", "O", "H", "H", "H", "H", "C", "O", "H", "H", "H", "H", "C", "O", "H", "H", "H", "H"], "xyz": [[-0.7074, -2.3609, 2.3564], [-1.8143, -1.1528, -0.4742], [-0.1301, -0.6740, 0.9197], [-0.7187, 0.0515, 1.1726], [2.5846, -1.9367, -1.2741], [2.2527, -2.0456, 0.1002], [3.6572, -2.0864, -1.3726], [2.0810, -2.7027, -1.8768], [2.3557, -0.9410, -1.6708], [1.4117, -1.6085, 0.2438], [-4.5300, 0.8436, 0.4929], [-3.1377, 0.4423, 0.5999], [-4.7251, 1.6730, 1.1691], [-4.7227, 1.1436, -0.5298], [-5.1970, 0.0208, 0.7555], [-3.0499, -0.0297, 1.4461], [-0.5806, -0.1286, -3.4476], [-1.0998, 0.3241, -2.1617], [-1.4305, -0.3308, -4.0924], [0.0142, 0.6576, -3.9070], [0.0257, -1.0300, -3.3467], [-0.3452, 0.7447, -1.6451], [2.8482, -0.5937, 3.0992], [1.7601, 0.3199, 2.9653], [3.5848, -0.4579, 2.3026], [3.3201, -0.3924, 4.0537], [2.5190, -1.6393, 3.0491], [1.1847, 0.0084, 2.2608], [0.3483, 2.6723, -0.2117], [0.8096, 1.4056, -0.6983], [0.1514, 3.3121, -1.0692], [-0.5644, 2.5767, 0.3835], [1.1190, 3.1599, 0.3879], [0.7256, 0.7550, 0.0199]], "lowdin_charge": [0.671, 0.945, -0.576, -0.033, -0.141, -0.132, 0.086, 0.078, 0.074, -0.008, -0.066, -0.241, 0.096, 0.094, 0.095, 0.056, -0.078, -0.237, 0.087, 0.098, 0.079, 0.033, -0.144, -0.135, 0.082, 0.082, 0.067, -0.007, -0.089, -0.145, 0.093, 0.084, 0.094, 0.035]}

=====

2.
{"formula": "C43H31F11N7O3Pb", "method": "ωB97M-V with the def2-TZVPD basis set", "charge": -1, "gap_ev": 6.582, "e_homo_ev": -4.4893, "symbols": ["Pb", "C", "N", "C", "C", "N", "C", "C", "F", "C", "F", "C", "F", "C", "F", "C", "F", "C", "C", "N", "C", "C", "F", "C", "F", "C", "F", "C", "F", "C", "F", "H", "H", "H", "H", "H", "H", "H", "H", "H", "H", "H", "C", "C", "C", "C", "C", "C", "C", "F", "C", "C", "C", "O", "C", "C", "N", "C", "C", "O", "O", "H", "H", "H", "H", "H", "H", "H", "H", "H", "H", "H", "N", "C", "C", "C", "C", "C", "C", "N", "C", "C", "C", "C", "N", "C", "C", "H", "H", "H", "H", "H", "H", "H", "H", "H"], "xyz": [[-0.3163, 0.3519, -0.3608], [-2.0463, 0.7547, -3.1882], [-0.9288, -0.0935, -2.7504], [0.2333, 0.1185, -3.6370], [1.5851, -0.0579, -2.9625], [1.6087, 0.8112, -1.8047], [2.7775, 1.0830, -1.1922], [4.0398, 0.4698, -1.3694], [4.1903, -0.5684, -2.2275], [5.1748, 0.8479, -0.6738], [6.3334, 0.2137, -0.9089], [5.1349, 1.8531, 0.2696], [6.2389, 2.2183, 0.9465], [3.9193, 2.4765, 0.4951], [3.8432, 3.4674, 1.3976], [2.8007, 2.1029, -0.2103], [1.6480, 2.7564, 0.0527], [-1.3897, -1.4923, -2.7232], [-0.4205, -2.4747, -2.0828], [0.1510, -1.9417, -0.8568], [1.0458, -2.6992, -0.1949], [1.2846, -4.0922, -0.3425], [0.5395, -4.8516, -1.1865], [2.2226, -4.7958, 0.3925], [2.3330, -6.1227, 0.1996], [3.0028, -4.1858, 1.3502], [3.8824, -4.8845, 2.0838], [2.8172, -2.8272, 1.5375], [3.5468, -2.1790, 2.4508], [1.8886, -2.1367, 0.7960], [1.7973, -0.8081, 1.0474], [-2.3305, 0.5089, -4.2211], [-1.7531, 1.8010, -3.1333], [-2.8908, 0.6011, -2.5218], [0.1842, 1.1524, -3.9825], [0.1456, -0.5368, -4.5151], [2.3439, 0.2195, -3.7062], [1.7603, -1.1091, -2.7145], [-1.6074, -1.8255, -3.7493], [-2.3151, -1.4971, -2.1528], [0.3722, -2.7442, -2.7949], [-1.0049, -3.3851, -1.9186], [-3.4080, 2.2121, 5.4470], [-4.5008, 2.6875, 4.4952], [-5.0659, 4.0555, 4.8534], [-4.0029, 5.1348, 4.7031], [-3.3451, 5.0530, 3.3500], [-2.7126, 6.1489, 2.8031], [-2.1048, 6.0536, 1.5583], [-1.4912, 7.1544, 1.0685], [-2.1166, 4.8995, 0.8289], [-2.7610, 3.7763, 1.3553], [-2.7573, 2.5245, 0.5522], [-2.2060, 2.5237, -0.5508], [-3.4342, 1.4079, 1.1706], [-3.9995, 1.5812, 2.3935], [-3.9970, 2.7205, 3.1170], [-3.3680, 3.8513, 2.6141], [-3.5585, -0.0009, 0.5923], [-4.4045, -0.7416, 1.1082], [-2.7558, -0.3138, -0.3368], [-3.7797, 2.1865, 6.4731], [-2.5372, 2.8681, 5.4081], [-3.0797, 1.2093, 5.1726], [-5.3137, 1.9599, 4.4993], [-5.4505, 4.0290, 5.8742], [-5.9059, 4.2713, 4.1886], [-3.2484, 5.0260, 5.4878], [-4.4427, 6.1246, 4.8347], [-2.6821, 7.0913, 3.3364], [-1.6393, 4.8238, -0.1383], [-4.5014, 0.7275, 2.8344], [0.4958, -6.0618, 2.6657], [1.2073, -7.0776, 3.2650], [1.5578, -8.3554, 2.8453], [2.2891, -9.1210, 3.7335], [2.6566, -8.6295, 4.9958], [2.3087, -7.3560, 5.4022], [1.5760, -6.5662, 4.5180], [1.1217, -5.2653, 4.6555], [0.5050, -5.0014, 3.5359], [-0.1052, -3.7110, 3.1931], [-1.0929, -3.5964, 2.2224], [-1.5800, -2.3370, 1.8981], [-1.1336, -1.2217, 2.4737], [-0.1990, -1.3421, 3.4175], [0.3395, -2.5507, 3.8200], [0.2251, -6.0168, 1.6978], [1.2833, -8.7280, 1.8670], [2.5905, -10.1208, 3.4480], [3.2319, -9.2635, 5.6584], [2.5978, -6.9680, 6.3700], [-1.4921, -4.4677, 1.7176], [-2.3475, -2.2132, 1.1429], [0.1528, -0.4160, 3.8607], [1.1125, -2.6004, 4.5742]], "lowdin_charge": [1.516, -0.091, -0.292, -0.183, -0.258, -0.115, -0.235, -0.140, 0.065, -0.161, 0.100, -0.165, 0.086, -0.158, 0.100, -0.177, 0.036, -0.203, -0.232, -0.089, -0.210, -0.139, 0.055, -0.178, 0.095, -0.168, 0.105, -0.163, 0.118, -0.158, 0.008, 0.093, 0.085, 0.075, 0.116, 0.124, 0.120, 0.093, 0.124, 0.099, 0.112, 0.113, -0.024, -0.316, -0.141, -0.139, -0.137, 0.039, -0.262, 0.051, 0.072, -0.037, -0.344, -0.057, -0.032, 0.022, 0.003, -0.081, -0.654, -0.009, -0.194, 0.084, 0.084, 0.084, 0.145, 0.117, 0.126, 0.117, 0.118, 0.127, 0.134, 0.143, 0.176, -0.194, -0.024, -0.105, -0.106, -0.022, -0.228, 0.186, -0.281, -0.148, 0.000, -0.125, 0.075, -0.138, -0.014, 0.144, 0.108, 0.094, 0.093, 0.107, 0.116, 0.095, 0.111, 0.115]}

=====

3.
{"formula": "C11H16N3S", "method": "ωB97M-V with the def2-TZVPD basis set", "charge": 1, "gap_ev": 7.388, "e_above_lowest_ev": 1.8850, "e_homo_ev": -11.9420, "symbols": ["C", "C", "C", "C", "C", "C", "C", "C", "C", "C", "C", "N", "N", "N", "S", "H", "H", "H", "H", "H", "H", "H", "H", "H", "H", "H", "H", "H", "H", "H", "H"], "xyz": [[3.5214, 3.2526, -1.8485], [4.2849, 2.1381, -1.8416], [2.3188, 3.1727, -1.1890], [3.8758, 0.9751, -1.1681], [1.8312, 1.8983, -0.7652], [2.6187, 0.7909, -0.6171], [-0.0589, -0.0291, 0.4297], [-3.1424, -2.0226, -0.0100], [-1.4484, -2.5663, 1.8323], [-2.7628, -0.2604, 1.6442], [-2.0902, -1.4379, 0.9220], [0.5128, 1.9886, -0.5738], [-0.2629, 1.1031, -0.2046], [-0.9564, -1.0935, -0.0411], [2.1329, -0.7419, 0.0790], [3.8650, 4.0585, -2.4627], [5.1976, 2.0742, -2.5248], [1.5597, 3.8829, -1.3959], [4.4907, 0.0967, -1.2500], [-0.1271, 0.0860, 1.5288], [-3.6446, -1.2613, -0.5513], [-2.7431, -2.7799, -0.7748], [-3.9912, -2.6408, 0.4384], [-0.4076, -2.3495, 2.0085], [-1.7349, -3.4757, 1.4200], [-1.9970, -2.5400, 2.7930], [-3.1778, 0.5033, 0.8793], [-3.6891, -0.5993, 2.2023], [-2.2027, 0.4140, 2.1645], [-1.3097, -0.6809, -0.8583], [-0.4628, -1.9558, -0.2652]], "lowdin_charge": [-0.067, -0.049, 0.041, -0.089, -0.305, -0.564, -0.315, -0.056, 0.023, -0.026, -0.511, 0.108, 0.034, 0.100, 0.871, 0.117, 0.151, 0.113, 0.105, 0.144, 0.070, 0.122, 0.131, 0.083, 0.063, 0.109, 0.126, 0.131, 0.036, 0.145, 0.159]}

=====

4.
{"formula": "C15H27EuN5O6", "method": "ωB97M-V with the def2-TZVPD basis set", "s_squared": 12.166, "multiplicity": 7, "charge": 1, "gap_ev": [5.964, 4.146], "e_above_lowest_ev": 0.0000, "e_homo_ev": [-10.2616, -10.2702], "symbols": ["O", "H", "Eu", "N", "N", "N", "N", "O", "O", "O", "O", "C", "C", "C", "C", "C", "H", "H", "H", "C", "H", "H", "H", "C", "C", "H", "H", "H", "H", "H", "H", "H", "H", "C", "H", "H", "H", "O", "H", "H", "N", "C", "C", "C", "C", "C", "C", "H", "H", "H", "H", "H", "H", "H"], "xyz": [[-0.9360, -0.3152, -3.1014], [-2.0587, -0.3365, -3.5149], [0.8700, 0.0851, -1.2614], [2.0758, -2.2001, -0.7197], [-0.4048, -2.1243, -0.4783], [0.9922, 2.4944, -0.4767], [-0.9262, 1.0519, 0.3261], [2.7551, -1.4595, -1.5375], [1.9644, 3.1856, -1.0098], [-1.9676, 0.2800, 0.7863], [-1.6651, -2.0749, -0.1575], [0.0571, -3.3275, -0.9444], [1.4321, -3.2901, -1.2707], [0.1649, 3.1188, 0.3909], [-0.9202, 2.2987, 0.8446], [2.1176, -4.2526, -2.1670], [1.6976, -4.2321, -3.1865], [2.0293, -5.2855, -1.7994], [3.1806, -3.9960, -2.2322], [-0.8367, -4.4787, -1.2264], [-1.3378, -4.3514, -2.2006], [-1.6042, -4.5652, -0.4471], [-0.2559, -5.4105, -1.2615], [0.3468, 4.5201, 0.8481], [-1.9038, 2.8079, 1.8426], [1.1425, 4.9887, 0.2618], [0.6162, 4.5586, 1.9146], [-0.5864, 5.0833, 0.7102], [-2.7743, 2.1461, 1.8831], [-2.2273, 3.8227, 1.5683], [-1.4600, 2.8618, 2.8484], [2.1573, 2.2388, -2.2227], [-1.8292, -0.6543, 0.3493], [-3.0508, -0.4932, -4.3124], [-2.6335, -0.7358, -5.2943], [-3.6210, 0.4406, -4.3293], [-3.6389, -1.3268, -3.9186], [2.0037, 1.3558, -2.7376], [-0.4628, -0.7621, -3.8250], [1.9355, 1.5533, -3.6903], [1.8890, -0.2694, 1.3871], [1.1805, 0.1633, 2.5134], [1.5330, 1.3725, 3.1353], [0.7353, 1.8711, 4.1651], [-0.3974, 1.1639, 4.5880], [-0.7423, -0.0374, 3.9585], [0.0496, -0.5459, 2.9330], [2.8134, 0.1440, 1.2844], [1.9223, -1.2793, 1.2134], [2.4189, 1.9154, 2.7952], [1.0067, 2.8130, 4.6515], [-1.0070, 1.5432, 5.4128], [-1.6351, -0.5857, 4.2647], [-0.2044, -1.4888, 2.4465]], "lowdin_charge": [-0.218, -0.014, 2.064, -0.169, -0.105, -0.195, -0.108, -0.229, -0.206, -0.105, -0.070, -0.269, -0.246, -0.285, -0.254, -0.006, 0.107, 0.102, 0.092, -0.010, 0.104, 0.094, 0.089, -0.015, 0.006, 0.080, 0.096, 0.089, 0.087, 0.092, 0.085, 0.020, 0.023, 0.093, 0.057, 0.064, 0.061, -0.226, 0.047, 0.097, 0.041, -0.337, -0.040, -0.093, -0.103, -0.072, -0.051, 0.105, 0.066, 0.118, 0.113, 0.111, 0.115, 0.107]}

=====

no.,M (g mol⁻¹)
1,272.95
2,1109.94
3,222.34
4,525.37